{"formula": "C34H101N7O13", "method": "ωB97M-V/def2-TZVPD", "e_tot_ha": -2717.1467, "lumo_energy_ev": 0.3, "homo_lumo_gap_ev": 9.30, "species": ["C", "C", "C", "O", "C", "N", "H", "H", "H", "H", "H", "H", "H", "H", "H", "H", "H", "C", "C", "C", "O", "C", "N", "H", "H", "H", "H", "H", "H", "H", "H", "H", "H", "H", "C", "C", "C", "O", "C", "N", "H", "H", "H", "H", "H", "H", "H", "H", "H", "H", "H", "C", "C", "C", "O", "C", "N", "H", "H", "H", "H", "H", "H", "H", "H", "H", "H", "H", "C", "C", "C", "O", "C", "N", "H", "H", "H", "H", "H", "H", "H", "H", "H", "H", "H", "C", "C", "C", "O", "C", "N", "H", "H", "H", "H", "H", "H", "H", "H", "H", "H", "H", "C", "C", "C", "O", "C", "N", "H", "H", "H", "H", "H", "H", "H", "H", "H", "H", "H", "C", "O", "H", "H", "H", "H", "C", "O", "H", "H", "H", "H", "C", "O", "H", "H", "H", "H", "C", "O", "H", "H", "H", "H", "C", "O", "H", "H", "H", "H", "C", "O", "H", "H", "H", "H"], "xyz": [[0.5556, 1.7622, -2.3758], [0.9408, 0.7341, -1.3474], [0.2912, 0.9338, 0.0115], [0.8804, 0.0971, 0.9731], [0.0305, -0.1177, 2.0974], [0.7636, -0.6207, -1.8942], [1.0501, 1.5867, -3.3374], [0.8147, 2.7987, -2.1599], [-0.5041, 1.7404, -2.6563], [2.0235, 0.7977, -1.1710], [-0.7889, 0.7555, -0.0982], [0.4295, 1.9762, 0.3307], [-0.0092, 0.8569, 2.5907], [0.5703, -0.8396, 2.7137], [-0.9251, -0.5714, 1.8306], [-0.2422, -0.7141, -2.0516], [0.9260, -1.2809, -1.1347], [-6.0610, 3.7628, 1.1998], [-6.0304, 4.6090, -0.0558], [-5.6018, 3.7637, -1.2527], [-4.2511, 3.4035, -1.0923], [-3.9008, 2.1428, -1.6146], [-7.3371, 5.2628, -0.2731], [-6.3955, 4.4418, 1.9905], [-5.1137, 3.3497, 1.5430], [-6.7541, 2.9249, 1.1077], [-5.2399, 5.3675, 0.0089], [-5.6665, 4.3519, -2.1804], [-6.3101, 2.9397, -1.4008], [-4.4902, 1.3503, -1.1343], [-2.8780, 1.9236, -1.3058], [-4.0326, 2.1492, -2.7000], [-7.3065, 5.6215, -1.2275], [-7.3118, 6.1266, 0.2632], [0.8171, 0.2815, 5.9718], [0.0717, -1.0435, 5.9185], [0.9597, -2.2298, 5.5434], [1.9874, -2.3611, 6.4931], [3.1059, -3.0286, 5.9685], [-0.4986, -1.2588, 7.2635], [1.1229, 0.5650, 4.9629], [1.6552, 0.3141, 6.6727], [0.2359, 1.1164, 6.3726], [-0.7378, -0.9367, 5.1914], [1.3954, -1.9543, 4.5674], [0.3412, -3.1207, 5.3900], [3.8411, -3.0882, 6.7687], [3.5292, -2.4966, 5.1065], [2.9077, -4.0428, 5.5982], [-0.9348, -2.1750, 7.3022], [0.2857, -1.2950, 7.9063], [-0.1731, -0.8486, -7.2989], [0.7934, -0.8658, -6.1008], [0.2873, -1.8633, -5.0387], [0.1978, -3.1358, -5.6964], [-1.0680, -3.7299, -5.5241], [2.1134, -1.2160, -6.6536], [0.1272, -0.0386, -7.9576], [-1.1762, -0.6699, -6.9027], [-0.1540, -1.8148, -7.7955], [0.8301, 0.1173, -5.6221], [-0.6707, -1.4857, -4.6708], [0.9674, -1.9957, -4.1976], [-1.1024, -4.7739, -5.8518], [-1.8274, -3.2468, -6.1475], [-1.3292, -3.7978, -4.4630], [1.9915, -2.2117, -6.8589], [2.7842, -1.2901, -5.8865], [3.1659, 4.0757, 3.0397], [2.8256, 4.3551, 1.5912], [3.4482, 3.3752, 0.6068], [4.8573, 3.5194, 0.7154], [5.5628, 2.9129, -0.3321], [1.3380, 4.3091, 1.4548], [2.8322, 4.9068, 3.6675], [4.2530, 4.0645, 3.1528], [2.7679, 3.1463, 3.4427], [3.1911, 5.3401, 1.2776], [3.1839, 3.6257, -0.4274], [3.1204, 2.3626, 0.8766], [5.3382, 3.3440, -1.3168], [5.3310, 1.8412, -0.3902], [6.6292, 3.0284, -0.1485], [1.1753, 5.1895, 1.9459], [1.0380, 4.4907, 0.4897], [-2.7471, -1.8611, -0.3203], [-2.8398, -2.9072, -1.4231], [-1.8196, -4.0095, -1.1769], [-2.0741, -4.7469, 0.0140], [-1.1473, -5.7923, 0.1274], [-4.1985, -3.4725, -1.5074], [-1.7712, -1.3941, -0.4800], [-2.8853, -2.2458, 0.6844], [-3.4862, -1.0640, -0.4544], [-2.5228, -2.4856, -2.3896], [-0.8347, -3.5500, -0.9946], [-1.6736, -4.7103, -2.0112], [-1.4013, -6.5874, -0.5899], [-1.1515, -6.2243, 1.1263], [-0.1207, -5.5012, -0.1284], [-4.8401, -2.6886, -1.4580], [-4.3204, -3.9114, -2.4131], [2.6580, -6.3482, -1.9162], [1.9363, -5.2101, -2.6296], [2.3719, -3.8424, -2.1222], [1.9961, -3.6969, -0.7753], [2.7693, -2.7769, -0.0313], [2.1453, -5.3984, -4.0847], [2.3123, -6.3867, -0.8816], [3.7259, -6.1253, -1.8522], [2.4854, -7.2956, -2.4198], [0.8469, -5.2658, -2.5570], [1.9544, -3.0783, -2.7923], [3.4582, -3.7110, -2.2512], [2.8587, -1.7841, -0.4753], [3.7599, -3.2078, 0.1596], [2.2708, -2.7223, 0.9370], [3.1256, -5.6039, -4.2638], [1.9810, -4.5164, -4.5696], [2.5717, 4.0685, -4.2863], [2.8456, 5.3765, -4.7839], [2.5446, 4.0632, -3.1914], [1.6126, 3.7447, -4.6790], [3.3747, 3.3853, -4.5735], [3.7918, 5.5249, -4.7205], [-3.4018, 0.9993, 2.2771], [-3.4750, -0.3576, 2.7250], [-3.8634, 1.6489, 3.0313], [-2.3971, 1.3997, 2.1800], [-4.0583, 1.0499, 1.4050], [-4.2137, -0.4839, 3.3228], [-1.6450, -3.2327, 2.8380], [-2.7132, -4.1463, 2.9958], [-1.0552, -3.4249, 1.9372], [-2.0237, -2.2117, 2.8473], [-0.9377, -3.2654, 3.6767], [-2.4379, -4.8679, 3.5639], [-0.6139, 3.1459, 4.1038], [-0.9862, 3.3479, 2.7711], [0.4272, 2.8153, 4.2003], [-0.6090, 4.0701, 4.7034], [-1.2462, 2.4577, 4.6658], [-0.1883, 3.5311, 2.2402], [4.0903, -0.0956, 2.6058], [4.0582, 0.7380, 3.7618], [3.7778, -1.0881, 2.9494], [3.4050, 0.2617, 1.8369], [5.0877, -0.2925, 2.2044], [4.8806, 1.2354, 3.7521], [-0.9898, 5.5083, -0.5586], [0.2034, 5.0025, -1.1426], [-1.5008, 4.7003, -0.0320], [-0.7910, 6.3692, 0.0815], [-1.7721, 5.7819, -1.2779], [0.5658, 5.7107, -1.6850]], "atomic_forces_ev_per_a": [[-0.199, 0.472, -1.143], [1.196, -0.454, 0.297], [-0.190, 0.799, -0.320], [-0.211, -0.856, -0.596], [1.227, 0.114, -0.100], [-0.825, 0.079, 0.333], [0.214, -0.413, 0.190], [-0.164, -0.110, 0.594], [-0.125, -0.046, 0.418], [0.014, 0.272, 0.000], [-0.044, -0.110, 0.209], [-0.166, 0.075, -0.070], [-0.725, -0.253, 0.423], [-0.084, 0.137, 0.188], [-0.162, 0.391, -0.080], [0.066, -0.156, -0.303], [0.142, -0.012, -0.051], [-0.235, 0.469, 0.671], [0.781, -0.316, -0.407], [-0.532, 0.679, -0.672], [0.100, -0.251, 0.567], [-0.230, -0.053, 0.485], [0.588, 0.136, -0.473], [-0.183, -0.368, 0.209], [0.246, 0.204, -0.425], [-0.207, 0.175, -0.047], [0.070, -0.045, 0.320], [-0.158, 0.152, 0.016], [0.335, -0.395, 0.257], [-0.255, 0.030, -0.325], [0.148, 0.276, -0.353], [0.165, -0.339, -0.028], [-0.274, -0.165, -0.039], [-0.279, -0.180, 0.267], [0.232, 0.615, -0.101], [-0.059, 0.116, 1.458], [0.030, 1.435, -1.030], [-0.276, -0.457, -0.173], [0.414, -0.132, -0.130], [-0.277, -0.016, -0.257], [0.382, 0.042, 0.135], [0.331, -0.633, -0.385], [-0.674, -0.333, -0.299], [-0.055, -0.241, 0.005], [0.131, -0.355, -0.035], [0.221, -0.244, 0.338], [0.068, 0.009, -0.080], [0.032, 0.233, 0.161], [-0.334, -0.030, 0.260], [-0.047, 0.030, 0.075], [-0.051, -0.038, 0.089], [0.064, 0.401, 1.143], [-0.061, -0.261, -0.039], [0.521, 0.060, -0.983], [-0.452, -0.179, 0.361], [-0.274, -0.810, -0.122], [-0.011, -0.825, 0.809], [-0.133, -0.117, -0.236], [-0.116, 0.065, -0.332], [0.029, 0.049, -0.173], [0.099, 0.062, -0.145], [-0.161, -0.350, 0.053], [0.027, 0.407, 0.051], [0.708, 0.088, -0.176], [-0.121, 0.387, 0.408], [-0.267, 0.434, -0.013], [0.149, 0.150, -0.564], [0.016, 0.470, -0.012], [0.814, 0.571, 0.156], [-0.535, -0.800, -0.857], [0.475, 0.212, 0.455], [-0.001, 0.030, 0.156], [0.003, -0.468, -0.173], [0.723, 0.951, 0.311], [-0.207, -0.080, 0.002], [-0.018, -0.125, -0.001], [-0.129, -0.094, -0.296], [0.105, 0.048, 0.279], [-0.429, -0.118, 0.027], [0.074, -0.125, -0.280], [-0.135, 0.156, 0.093], [0.057, -0.020, 0.001], [-0.025, 0.050, 0.101], [-1.078, -0.199, -0.035], [0.393, -0.053, 0.219], [-0.021, 0.437, -0.805], [-0.263, -1.009, 0.229], [0.790, -0.193, 0.949], [-0.165, 0.259, -0.198], [0.104, -0.593, -0.540], [0.380, 0.487, -0.046], [0.059, 0.065, 0.620], [0.199, -0.225, -0.048], [-0.058, -0.071, -0.105], [-0.034, 0.351, 0.087], [0.053, 0.234, -0.481], [-0.414, 0.098, -0.203], [-0.028, -0.086, 0.097], [-0.222, 0.219, 0.099], [0.016, 0.327, 0.194], [-0.211, -0.183, -0.087], [-0.138, -0.064, 0.053], [-0.476, 0.601, 0.608], [0.107, -0.402, -0.987], [0.499, -0.048, -0.652], [-0.308, 0.328, -0.235], [0.018, -0.726, 0.566], [0.570, 0.674, 0.108], [-0.025, -0.257, -0.026], [0.063, -0.111, -0.260], [0.008, -0.050, 0.049], [-0.011, -0.156, 0.655], [-0.337, 0.172, 0.406], [0.092, -0.300, 0.214], [-0.062, -0.018, -0.118], [0.140, 0.209, -0.196], [0.008, 0.344, -0.026], [-0.010, -0.087, 0.071], [-0.311, -0.159, -0.105], [0.617, 0.276, 0.229], [-0.185, -0.075, 0.023], [-0.196, 0.027, 0.008], [0.025, -0.044, -0.048], [-0.252, -0.228, -0.182], [-0.006, 0.064, 0.000], [-1.658, 0.016, 0.914], [0.982, -0.152, -0.019], [0.018, 0.059, -0.045], [0.154, -0.502, -0.445], [0.572, 0.485, -0.404], [-0.049, 0.182, -0.020], [0.656, 0.131, 0.561], [-0.141, 0.112, 0.056], [-0.230, 0.014, -0.172], [-0.239, -0.109, -0.286], [-0.103, -0.191, 0.030], [0.066, -0.019, -0.057], [1.032, 0.650, 0.943], [-0.614, -0.265, -0.204], [-0.099, -0.369, -0.172], [-0.304, 0.164, -0.261], [-0.209, -0.249, -0.518], [0.183, 0.006, 0.217], [-0.257, -0.920, 0.497], [0.525, 0.104, -0.382], [-0.355, 0.051, -0.233], [0.058, -0.015, -0.067], [0.088, 0.539, -0.036], [-0.137, 0.213, 0.189], [-1.058, -0.184, -0.086], [-0.179, 0.269, -0.346], [0.508, 0.014, 0.447], [-0.046, -0.139, 0.193], [0.477, 0.228, -0.357], [0.130, -0.120, -0.089]]}